Entry 1:
Entry from the Open Molecules 2025 dataset: a molecular structure, C2H2LaLiO in a non-equilibrium geometry (ωB97M-V with the def2-TZVPD basis set).

Calculated values
LUMO (alpha / beta) = -5.143 / -5.270 eV

Geometry as ORCA input:
```
! wB97M-V def2-TZVPD RIJCOSX def2/J DEFGRID3
* xyz 1 2
H 0.658 0.163 -3.078
O -0.546 0.922 0.630
C -0.216 -0.170 1.390
C 0.713 -1.111 1.125
La 1.721 0.693 -0.978
Li -1.464 -0.254 -1.370
H -0.865 -0.243 2.282
*
```

---

Entry 2:
Entry from the Open Molecules 2025 dataset: a molecular structure, C40H57ClMgN3O4SSi4Te (ωB97M-V with the def2-TZVPD basis set).

Calculated values
Energy relative to the best compared isomer or geometry (same formula, charge and spin) = 0.0 kcal per mole
LUMO = 2.285 eV

Geometry as ORCA input:
```
! wB97M-V def2-TZVPD RIJCOSX def2/J DEFGRID3
* xyz -1 1
Mg -0.357 -1.331 0.828
C -0.689 -2.707 -3.618
C -1.117 -2.283 -2.343
N -0.475 -2.579 -1.246
C 0.631 -3.361 -1.314
C 1.164 -3.794 -2.538
C 0.459 -3.437 -3.710
C 2.369 -4.544 -2.551
C 2.982 -4.823 -1.367
C 2.435 -4.425 -0.126
C 1.249 -3.717 -0.055
N 0.589 -3.235 1.049
C 0.585 -3.822 2.263
C 1.216 -4.997 2.677
C 1.137 -5.453 4.007
C 0.436 -4.789 4.972
C -0.293 -3.632 4.594
C -1.104 -2.914 5.505
C -1.830 -1.843 5.077
C -1.753 -1.481 3.718
N -0.998 -2.111 2.859
C -0.249 -3.169 3.267
H -1.251 -2.419 -4.497
H -1.999 -1.661 -2.231
H 0.846 -3.747 -4.674
H 2.790 -4.864 -3.496
H 3.920 -5.366 -1.365
H 2.990 -4.641 0.773
H 1.769 -5.589 1.967
H 1.663 -6.366 4.264
H 0.398 -5.140 5.996
H -1.142 -3.236 6.540
H -2.460 -1.277 5.750
H -2.322 -0.642 3.332
C -0.454 3.893 -4.321
Si -0.631 2.801 -2.792
C -1.549 1.243 -3.290
C -1.683 3.781 -1.574
Si 1.454 2.299 -1.866
Te 1.751 0.067 -0.916
Si 3.029 2.319 -3.596
C 4.703 1.758 -2.952
C 3.302 3.984 -4.443
C 2.468 1.080 -4.898
Si 1.904 4.055 -0.409
C 1.852 5.724 -1.296
C 0.648 4.138 0.996
C 3.650 3.890 0.282
H -1.446 4.187 -4.678
H 0.059 3.374 -5.135
H 0.110 4.803 -4.102
H -2.363 1.480 -3.983
H -1.978 0.740 -2.423
H -0.869 0.535 -3.770
H -2.727 3.809 -1.901
H -1.325 4.812 -1.505
H -1.637 3.355 -0.571
H 5.139 2.493 -2.272
H 5.394 1.609 -3.787
H 4.600 0.818 -2.407
H 3.722 4.718 -3.751
H 2.384 4.402 -4.859
H 4.017 3.850 -5.261
H 2.315 0.105 -4.428
H 3.222 0.976 -5.684
H 1.525 1.376 -5.365
H 0.865 5.940 -1.711
H 2.573 5.773 -2.115
H 2.095 6.519 -0.583
H -0.161 4.820 0.727
H 1.119 4.512 1.910
H 0.195 3.168 1.211
H 4.382 4.112 -0.499
H 3.851 2.880 0.642
H 3.807 4.593 1.106
C 2.694 -1.328 4.938
C 3.152 -1.963 3.634
S 2.666 -1.047 2.156
O 1.211 -0.712 2.423
C 3.622 0.476 2.440
C 2.743 1.602 2.947
H 2.756 -2.057 5.747
H 1.656 -1.006 4.847
H 3.303 -0.463 5.206
H 2.705 -2.951 3.501
H 4.238 -2.075 3.571
H 4.047 0.716 1.464
H 4.427 0.239 3.138
H 1.952 1.797 2.227
H 3.344 2.505 3.075
H 2.271 1.350 3.896
C -6.831 1.595 0.077
C -6.708 0.104 0.219
C -7.747 -0.649 0.759
C -7.631 -2.022 0.863
Cl -8.958 -2.940 1.539
C -6.493 -2.686 0.438
C -5.451 -1.947 -0.096
C -5.560 -0.568 -0.202
O -4.537 0.138 -0.790
C -3.662 0.810 0.109
C -2.457 -0.029 0.503
O -1.442 0.559 0.963
O -2.503 -1.274 0.379
H -7.873 1.882 -0.063
H -6.252 1.950 -0.774
H -6.462 2.118 0.963
H -8.656 -0.161 1.087
H -6.420 -3.761 0.533
H -4.525 -2.409 -0.406
H -4.191 1.093 1.026
H -3.325 1.719 -0.379
*
```

---

Entry 3:
Entry from the Open Molecules 2025 dataset: 2 unconnected molecules or ions with the total composition C3H5ClS in a non-equilibrium geometry (ωB97M-V with the def2-TZVPD basis set).

Calculated values
Energy relative to the best compared isomer or geometry (same formula, charge and spin) = 56.5 kcal per mole
LUMO = -0.218 eV

Geometry as ORCA input:
```
! wB97M-V def2-TZVPD RIJCOSX def2/J DEFGRID3
* xyz 0 1
C 1.640 0.008 0.516
C -1.037 -0.542 -0.581
C -0.448 0.523 0.261
S 2.285 -0.822 1.706
Cl -0.328 2.058 -0.546
H 2.169 0.270 -0.377
H -2.118 -0.339 -0.852
H -0.605 -0.347 -1.524
H -1.000 -1.480 -0.018
H -0.559 0.670 1.415
*
```